No. 1
11
Properties=species:S:1:pos:R:3:lowdin_charge:R:1 method="wB97M-V/def2-TZVPD" relative_energy_kcal_mol=31.5 orbital_gap_ev=6.6 lumo_ev=3.98 energy_ev=-16080.9013 total_charge=-1 largest_force_ev_per_a=7.78
C 0.143 1.531 2.330 -0.670
S -0.468 0.674 0.755 -0.018
H 0.768 2.334 2.080 -0.052
H -0.770 1.694 2.940 -0.021
H 0.679 0.801 2.960 -0.023
H 0.224 -0.503 -2.664 -0.030
H 1.199 0.790 -2.963 0.086
O 0.866 -0.141 -3.233 -0.103
H -0.819 -1.530 -0.660 0.022
H -0.820 -3.138 -0.476 -0.076
O -1.003 -2.512 -1.070 -0.116

No. 2
75
Properties=species:S:1:pos:R:3:lowdin_spin:R:1 method="wB97M-V/def2-TZVPD" relative_energy_kcal_mol=109.9 orbital_gap_ev="5.0 / 4.6" lumo_ev="-1.79 / -2.20" energy_ev=-95756.3025 spin_multiplicity=2 largest_force_ev_per_a=1.65
Rh -0.413 2.064 -0.599 0.684
C 3.909 0.931 -1.847 0.003
C 4.560 1.843 -1.026 -0.001
C 3.831 2.878 -0.477 0.001
C 2.461 2.958 -0.723 0.000
N 1.815 1.974 -1.376 0.039
C 2.536 1.022 -1.964 0.006
C 1.641 4.148 -0.514 0.010
C 2.215 5.395 -0.274 0.003
C 1.472 6.550 -0.425 -0.003
C 0.163 6.456 -0.865 0.003
C -0.429 5.209 -1.039 0.009
C 0.276 4.033 -0.833 0.046
H 4.450 0.151 -2.365 0.000
H 5.624 1.765 -0.844 0.000
H 4.315 3.631 0.128 0.000
H 1.987 0.318 -2.573 0.000
H 3.261 5.466 -0.002 0.001
H 1.922 7.517 -0.241 0.000
H -0.415 7.349 -1.063 0.000
H -1.463 5.177 -1.353 0.006
S -3.470 3.297 3.217 0.022
Sb -1.773 4.009 1.868 0.007
S -0.132 2.140 1.807 -0.069
S -2.437 3.140 -0.420 0.095
C -3.572 0.610 0.770 0.009
P -2.027 0.302 -0.150 0.032
C -1.490 -1.153 0.898 0.007
N -2.426 -1.676 1.663 0.002
C -2.127 -2.599 2.588 0.000
C -3.126 -3.137 3.414 0.000
C -2.799 -4.074 4.362 0.000
C -1.470 -4.500 4.512 0.000
C -0.469 -3.981 3.728 0.000
C -0.771 -3.022 2.750 0.000
N 0.175 -2.492 1.962 0.000
C -0.148 -1.585 1.067 0.000
P 1.189 -0.847 0.078 0.048
C 2.254 -0.364 1.504 0.003
C 2.061 -2.416 -0.616 0.014
C 3.098 -2.985 0.353 0.003
C 1.053 -3.527 -0.939 0.001
C 2.767 -2.020 -1.918 0.001
C -2.659 -0.395 -1.795 0.004
C -3.561 -1.602 -1.535 0.002
C -1.450 -0.792 -2.645 0.001
C -3.437 0.679 -2.556 0.000
H -4.071 -0.344 0.895 0.002
H -4.213 1.324 0.274 0.003
H -3.322 0.995 1.759 0.001
H -4.142 -2.785 3.291 0.000
H -3.570 -4.477 5.005 0.000
H -1.222 -5.250 5.251 0.000
H 0.559 -4.298 3.851 0.000
H 2.274 -1.164 2.240 0.001
H 1.802 0.525 1.948 0.000
H 3.262 -0.118 1.177 0.000
H 2.631 -3.312 1.282 0.000
H 3.884 -2.265 0.584 0.000
H 3.571 -3.853 -0.116 0.001
H 0.565 -3.895 -0.041 0.000
H 1.592 -4.362 -1.395 0.000
H 0.287 -3.209 -1.647 0.000
H 3.584 -1.321 -1.730 0.000
H 2.073 -1.569 -2.632 0.000
H 3.198 -2.911 -2.383 0.000
H -3.107 -2.308 -0.837 0.000
H -3.749 -2.128 -2.474 0.000
H -4.521 -1.287 -1.128 0.000
H -0.862 -1.560 -2.151 0.000
H -0.803 0.073 -2.813 0.000
H -1.773 -1.175 -3.617 0.000
H -4.261 1.083 -1.970 0.000
H -3.849 0.239 -3.469 0.000
H -2.788 1.506 -2.844 0.000

No. 3
12
Properties=species:S:1:pos:R:3:lowdin_charge:R:1 method="wB97M-V/def2-TZVPD" relative_energy_kcal_mol=75.5 orbital_gap_ev=9.0 lumo_ev=-0.21 energy_ev=-28860.2672 largest_force_ev_per_a=3.26
N -2.374 -1.012 0.878 0.155
C -1.687 -0.467 0.108 -0.265
C -1.187 0.608 -0.800 -0.220
C -0.287 1.583 -0.547 -0.476
S 1.143 1.488 0.466 0.860
C 0.967 -0.049 1.382 -0.630
N 1.220 -1.222 0.974 -0.312
S 1.423 -1.137 -0.764 0.713
H -1.811 0.471 -1.786 0.147
H 0.040 2.090 -1.487 0.083
H 0.799 0.123 2.407 0.053
H 1.755 -2.476 -0.832 -0.108

No. 4
11
Properties=species:S:1:pos:R:3:lowdin_charge:R:1 method="wB97M-V/def2-TZVPD" relative_energy_kcal_mol=66.9 orbital_gap_ev=11.0 lumo_ev=0.81 energy_ev=-7300.7762 largest_force_ev_per_a=4.44
O 1.500 1.149 -0.125 -0.083
C 0.434 -0.209 -0.014 -0.451
O 1.075 -1.374 0.211 0.079
C -0.818 0.111 -0.765 -0.057
C -0.792 0.156 0.755 -0.055
H 1.185 1.539 0.680 0.012
H 1.510 -1.679 -0.593 0.121
H -1.211 -0.829 -1.181 0.110
H -0.789 0.891 -1.525 0.111
H -0.872 1.007 1.377 0.093
H -1.223 -0.764 1.180 0.120